40 unconnected molecules or ions with the total composition H80O40, computed with ωB97M-V/def2-TZVPD.

max |F| = 0.14829 hartree/bohr
charge = +1
HOMO (spin up / spin down) = -11.8 / -11.8 eV
spin multiplicity = 2
frontier orbital gap (spin up / spin down) = 8.05 / 1.86 eV

```
120
Properties=species:S:1:pos:R:3:mulliken_spin:R:1
O -0.17196 1.90788 -5.47521 0.006
H 5.64146 1.36825 1.72758 0.000
H -2.22974 -1.69030 2.94420 0.000
H 1.96449 3.32969 -1.58647 -0.008
H -3.80108 3.96026 1.86753 0.000
H -4.68807 -0.01109 1.35707 0.000
H -1.05652 1.57600 4.20979 0.000
H 2.18592 -1.60039 1.85349 0.000
H 4.31172 -2.39720 -1.99367 0.000
O -3.75929 -0.30456 1.70470 0.000
H -2.38767 5.25403 -2.29999 0.000
O -5.33293 -2.91814 -1.15559 0.000
H 4.34787 1.10961 -0.88442 0.000
O -4.09807 -1.68219 -3.90840 0.000
H 2.65395 4.32693 -3.03257 -0.003
H 1.73336 2.88891 -3.46847 -0.013
H -2.95245 2.42052 -4.87146 0.000
O 6.44675 0.71339 -2.07100 0.000
O 2.90180 4.50673 -2.09692 0.004
O 0.76760 -3.29915 4.53096 0.000
H -0.95661 -4.19966 2.97586 0.000
O 2.71106 1.24158 -4.38905 0.001
H 2.32925 -0.93141 -2.30150 0.000
H 1.15040 -5.49909 3.51848 0.000
H -0.13942 -3.36243 4.17493 0.000
O -3.06230 -4.56863 1.89683 0.000
H -3.97504 2.57522 2.65892 0.000
H 3.34359 -1.88540 5.20903 0.000
O -2.17720 -4.54942 -0.60224 0.000
H 0.44740 0.95784 1.18242 -0.001
H 0.93081 -4.11802 5.02510 0.000
H -3.00505 3.82845 -4.55660 0.000
H 0.31820 -1.44954 -3.52818 0.000
H -1.36427 -1.51687 -0.26770 0.000
H 0.09321 -2.90224 0.55435 0.000
H 0.95287 4.38194 0.56942 -0.011
H -3.16131 -4.20029 -0.54799 0.000
H 2.80688 2.00680 1.21665 -0.002
H -0.93289 -1.64111 2.52057 0.000
H 6.33454 0.30461 2.75945 0.000
H -1.91933 3.38858 -0.91996 -0.004
H 3.19311 -0.83473 2.73010 0.000
H -1.09375 1.95395 -5.54124 0.000
H -2.04241 -5.32954 0.05951 0.000
O 5.99001 2.61794 0.29045 0.000
H -0.69665 -2.59309 -3.98496 0.000
H 2.98665 -0.62512 6.03812 0.000
O -0.37767 0.51189 1.27539 0.005
H 2.87570 0.57926 -1.06077 -0.001
H 5.74480 0.93394 -2.71597 0.000
H 3.47392 5.24937 -2.32374 -0.001
O -2.24550 4.42229 -2.65173 0.000
H 0.08012 3.14399 -3.83075 -0.021
H 5.90239 3.59257 0.11198 0.000
O -0.01875 3.55216 3.15160 0.004
H 0.43775 3.66727 -1.68801 -0.023
H -4.60562 -2.85693 -1.76208 0.000
H 1.41105 0.04509 5.14546 0.000
H -3.79002 -3.86261 1.73335 0.000
H 0.01946 1.04731 -5.36805 0.000
H 1.97852 1.28419 -4.93330 -0.001
O 3.51704 1.12495 -1.37950 0.002
O -1.27232 -5.10262 3.55300 0.000
O 0.50410 -0.37113 4.98619 0.000
O -1.98853 1.34817 3.91602 0.000
H -1.68275 4.50360 -3.50258 0.000
H -0.18644 -6.12542 3.14082 0.000
O 1.00692 0.59121 -1.71062 0.009
O 2.19320 1.53425 1.73008 -0.001
O 2.24540 -1.62231 -2.90862 0.001
H 2.34258 0.58127 2.01672 0.000
H 0.58073 3.22285 2.50555 0.000
H 5.84668 2.73798 -0.80053 0.000
O -7.04260 0.14826 0.52061 0.000
O 1.63684 3.92795 1.08443 0.129
O 5.63174 0.55397 2.16034 0.000
H -2.21905 4.23908 0.36728 0.000
H -6.53376 0.91434 0.82348 0.000
O -4.28920 3.49796 2.50027 0.000
H -5.18790 2.38794 -0.53606 0.000
H -0.78586 0.83140 2.08803 0.000
H 1.83518 -5.99042 1.36187 0.000
O 0.79511 -2.51342 0.96540 0.000
H 6.04018 -0.02516 -1.56576 0.000
H 0.86655 0.48032 -0.75862 0.004
O -2.49591 3.17332 -5.10511 0.000
H 1.87138 -2.45824 -2.82243 0.000
H -3.52696 -4.99173 2.73804 0.000
O -5.01600 1.77677 -1.22421 0.000
H 0.18743 -0.40485 4.13405 0.000
H -6.58651 -0.69015 0.29772 0.000
H 1.11001 -5.06626 0.28670 0.000
H -2.00126 -5.27972 2.94225 0.000
O 5.17132 -2.57111 -2.45627 0.000
O 0.74461 -6.31183 3.04242 0.000
O 1.04197 3.18105 -1.23418 0.508
H -2.51842 1.45889 4.63469 0.000
H 0.92563 1.52180 -1.86928 0.034
O -2.65881 3.87046 -0.34603 -0.001
O 1.76672 -5.09743 1.02186 0.000
H 2.96189 0.84228 -3.59144 0.000
H -1.76938 -2.84457 -1.07944 0.000
H -3.12433 -1.99948 -3.68815 0.000
H -3.21230 -0.48870 0.95082 0.000
H -2.45613 0.09007 -1.68766 0.000
O 2.18427 -0.90075 2.57684 0.000
O -0.42060 -1.62316 -4.18022 0.000
H 2.13418 3.34581 0.57208 -0.002
O -1.67781 -2.24963 2.53432 0.000
H 0.13970 4.36108 3.48589 0.000
H 0.57377 -3.01574 1.87458 0.000
H -4.09687 1.51327 -1.33637 0.000
H -5.80822 -2.46914 -1.82904 0.000
O -2.29692 0.77404 -1.06082 0.001
O 0.95668 3.44660 -3.42573 0.388
H -1.44345 1.13671 -1.53821 -0.002
H 5.03651 -3.04179 -3.17611 0.000
O 3.62016 -0.97379 5.50064 0.000
H -3.77508 -0.78149 -3.67198 0.000
O -1.82010 -1.92690 -1.00336 0.000
```

40 unconnected molecules or ions with the total composition H80O40, computed with ωB97M-V/def2-TZVPD.

max |F| = 0.08770 hartree/bohr
charge = +1
HOMO (spin up / spin down) = -11.8 / -11.8 eV
spin multiplicity = 2
frontier orbital gap (spin up / spin down) = 8.38 / 1.78 eV

```
120
Properties=species:S:1:pos:R:3:mulliken_spin:R:1
H -1.97265 -1.88137 2.10009 0.000
H -2.59860 4.34299 -1.91873 0.000
H -3.23575 4.42094 1.74457 0.000
H -2.51637 2.44242 4.36746 0.000
H -3.96001 1.89718 5.00270 0.000
H -3.48854 -0.91882 -0.00927 0.000
O -1.06372 -1.64746 2.36056 0.000
O 3.40636 3.43968 0.00158 0.555
O 0.02993 3.45542 2.60428 -0.001
H 0.77063 -3.03418 -4.70518 0.000
H -1.79543 -0.31668 -5.16613 0.000
H -0.89315 3.26266 2.64963 0.000
O -1.59626 -1.20518 -5.38351 0.000
H -2.44329 -4.75774 2.35864 0.000
H 2.49326 3.17732 -0.17893 -0.019
H 2.83207 -1.73957 2.83926 0.000
O -3.84070 0.74797 -0.29563 0.000
H 1.64418 0.66789 -0.84408 0.000
H 0.48267 4.18545 -0.10843 0.003
O -0.74091 -3.54317 4.77430 0.000
H -0.95083 5.14017 -0.08282 0.001
H 5.13540 2.09239 -2.72264 0.000
O -3.74215 -3.09473 3.56353 0.000
O -1.35765 5.80390 0.49272 0.000
O -1.94945 1.33958 -4.77454 0.000
O -1.33397 2.77806 -0.76646 0.001
H -1.88245 4.11488 1.26042 0.000
O -4.79547 -0.23439 4.26572 0.000
H -4.91441 -0.40907 3.32970 0.000
H 1.62610 -4.61767 0.24885 0.000
H 2.21709 -2.05928 0.41765 0.000
H 4.92082 0.85319 0.64161 0.001
H 3.29129 1.07441 3.10102 0.001
H 2.98739 -3.28281 2.65869 0.000
H 4.87536 3.66686 -0.94700 -0.008
O 4.08887 -3.62753 -0.57889 0.000
O 1.99806 -1.36706 -0.26676 0.000
H -4.02877 1.27324 0.55396 0.000
O -5.27444 -0.60687 1.82004 0.000
O -4.10417 2.32990 4.15752 0.000
O -0.63181 -2.74311 -1.80035 0.000
H -1.67908 3.67973 4.56130 0.000
H -0.02219 -3.25577 -1.26696 0.000
H 0.53679 -4.61227 -0.91667 0.000
H -1.75779 -4.04058 -2.25010 0.000
H -1.32208 1.97489 -4.31896 0.000
H 3.89119 3.21146 3.11082 -0.015
H 0.55114 -5.12146 -3.51857 0.000
H 1.73689 -1.33319 -4.59136 0.000
O -1.71930 2.77367 4.91518 0.000
H -3.67459 -5.15930 -0.97874 0.000
H -4.24366 -3.31455 4.32373 0.000
H -0.40493 -2.85078 4.17143 0.000
H -1.15983 3.37935 -1.56542 0.000
O 4.43634 1.95662 -3.38050 -0.001
H -2.11383 -4.77541 -0.79155 0.000
H 3.06615 4.36892 2.55925 -0.014
H 1.53511 -1.03095 -3.06539 0.000
H 0.86760 0.63627 2.32683 0.000
H -1.90243 -5.14564 3.72001 0.000
O 2.34608 -0.22592 4.58454 0.000
O 1.24812 4.71406 -0.31707 0.006
O 1.03560 1.19002 3.10199 0.003
H 1.71469 -1.78061 -1.09218 0.000
O 3.86690 3.89159 2.42807 0.361
H 6.21576 3.05991 -0.51436 -0.007
H -3.03184 0.95877 -0.71912 0.000
H -2.19537 -3.48955 -3.50621 0.000
H 3.67448 2.54052 0.24446 0.006
O 0.76747 -3.99127 -4.55286 0.000
H 2.98152 1.00110 -5.24363 0.000
H 4.76680 1.08372 2.76636 -0.002
H -0.88378 -1.38301 -5.97554 0.000
H -0.43469 -2.04903 -2.36068 0.000
H -4.31021 -0.99282 1.73941 0.000
O 3.87445 0.96407 2.37753 0.006
H 3.28071 0.85634 -3.80798 0.000
H 0.27541 1.50433 -3.24699 0.000
H 1.41011 5.15100 0.53946 -0.003
H 1.81467 0.62765 4.57920 0.000
O 0.94801 1.23917 -1.06539 -0.005
H -3.66022 -2.51896 0.08595 0.000
H -0.42313 -1.69149 1.63092 0.000
O -2.72292 3.66636 1.55227 0.000
O 2.93319 -2.43622 2.18113 0.000
O 0.94132 -4.08689 -0.22799 0.000
O -3.28646 -1.71539 0.52837 0.000
H 0.34504 3.04847 1.75773 0.002
H -1.17318 1.99043 -1.32791 0.000
H -4.01368 -0.63832 4.57700 0.000
H 1.65147 -0.83743 4.32119 0.000
H 0.20973 1.70145 3.20121 -0.001
H -5.72133 -1.42657 1.80434 0.000
H 1.21422 2.19829 -4.32514 0.000
H 5.39729 0.51882 -0.81124 0.000
H -2.09159 6.30876 0.02949 0.000
H -2.75413 -3.40507 3.85230 0.000
H -0.17171 -3.94555 5.44632 0.000
O -2.22565 4.11896 -2.86863 0.000
H -4.39994 1.59829 3.66966 0.000
H -2.68818 1.91846 -5.06770 0.000
H 3.51524 -3.57646 -1.37667 0.000
O 2.49633 0.65727 -4.47547 0.000
O 4.79379 1.07782 -0.26586 0.009
O -2.62136 -3.98840 -2.74657 0.000
O -0.82371 -0.16954 -2.17991 0.000
O -2.25293 -5.52395 2.92937 0.000
H 1.14376 -4.42428 -5.28310 0.000
H -1.39948 4.63487 -3.04043 0.000
O 0.74553 2.32943 -3.48376 0.000
O 5.72154 3.36159 -1.27979 0.119
H 1.22534 2.07166 -1.46993 0.006
H 4.72391 2.49351 -4.07426 0.000
H -0.48609 0.25753 -1.29463 0.000
H 4.59730 -2.80320 -0.72139 0.000
O -2.99707 -4.81875 -0.38797 0.000
H -1.62664 -0.63350 -1.96589 0.000
O 1.23979 -1.57257 -3.84140 0.000
O 0.78836 -5.36757 -2.58646 0.000
H 0.18130 -6.00271 -2.23363 0.000
```

The records above give, respectively, ΔE to the lowest compared entry with this formula, charge and spin values of 14.216 7.759 eV.